(1)
{"formula": "C4H9NO2", "method": "wB97M-V/def2-TZVPD", "smiles": "CNC(=O)CCO", "fmax_ev_per_a": 3.226, "mol_weight_g_mol": 103.12, "spin_multiplicity": 1, "gap_ha": 0.3886, "elements": ["H", "N", "H", "H", "O", "C", "C", "O", "C", "H", "H", "H", "H", "C", "H", "H"], "positions_angstrom": [[2.23083, -1.70387, 1.95655], [1.38725, -0.59067, 0.32200], [3.08003, -0.26109, 1.51452], [-0.25468, 1.13225, -1.67676], [-2.86483, 0.78140, -1.58985], [-2.04876, 0.32996, -0.52024], [-0.52593, 0.29745, -1.01283], [0.10277, 1.11585, 1.10621], [2.06844, -0.67924, 1.62126], [-0.36513, -0.62663, -1.59024], [1.46227, -0.16590, 2.35814], [-2.48461, 0.39347, -2.38113], [-2.30735, -0.66531, -0.14166], [0.34082, 0.29666, 0.22941], [2.06970, -0.79012, -0.39065], [-1.89082, 1.13580, 0.19528]], "lowdin_charge": [0.074, 0.005, 0.086, 0.127, -0.069, -0.220, -0.091, 0.048, -0.079, 0.107, 0.076, 0.072, 0.125, -0.498, 0.131, 0.104]}

(2)
{"formula": "C37H85BN5O32", "method": "wB97M-V/def2-TZVPD", "fmax_ev_per_a": 4.452, "total_charge": -1, "mol_weight_g_mol": 1122.90, "spin_multiplicity": 1, "gap_ha": 0.3164, "elements": ["O", "O", "C", "N", "C", "H", "O", "O", "C", "H", "H", "H", "O", "O", "H", "H", "H", "H", "O", "C", "C", "C", "H", "H", "H", "O", "H", "C", "H", "H", "H", "H", "C", "O", "H", "C", "H", "O", "O", "H", "C", "C", "H", "H", "O", "H", "O", "H", "C", "C", "H", "H", "H", "H", "H", "C", "H", "H", "C", "C", "H", "C", "H", "C", "H", "H", "H", "H", "O", "O", "H", "H", "N", "O", "H", "H", "O", "H", "H", "C", "O", "H", "H", "N", "H", "H", "N", "O", "B", "H", "C", "H", "H", "C", "C", "H", "O", "O", "H", "C", "O", "C", "H", "H", "H", "H", "H", "C", "H", "H", "C", "H", "H", "O", "H", "C", "N", "H", "C", "O", "C", "H", "H", "C", "H", "H", "H", "H", "H", "H", "H", "O", "H", "H", "C", "O", "O", "C", "O", "C", "H", "O", "C", "H", "H", "H", "O", "H", "C", "O", "H", "C", "O", "H", "C", "H", "H", "H", "H", "H"], "positions_angstrom": [[10.15685, 1.56381, 8.87537], [4.86297, 1.41248, 0.66176], [-7.35368, -2.80877, -12.90618], [0.89830, -7.32161, 4.93242], [-6.65282, -3.25127, 3.28133], [0.71085, 5.83140, -4.56309], [-5.73884, 3.64975, -4.84832], [1.17872, 0.26128, -1.77145], [0.34680, -0.62450, -2.11769], [-9.21348, -4.52179, -14.05433], [1.17409, -8.30690, 3.06556], [8.90590, 0.18467, 11.52257], [-6.32140, -2.15389, -12.19413], [3.99847, -1.20811, 7.72733], [9.56986, -0.37787, 9.37328], [-6.38075, -3.88930, 4.12216], [-8.81804, -9.03745, -2.07231], [3.21646, 5.30903, -8.06488], [9.70780, 2.18798, 11.46016], [3.74305, 0.95089, 0.33897], [1.85620, -0.30338, 7.52653], [-4.95214, -1.59918, 3.62660], [-4.83917, -3.72349, -12.50111], [2.10631, 0.38573, 6.71988], [6.63396, 5.16904, -5.86549], [-7.80023, -3.66829, -15.23109], [-9.17881, -1.98258, -5.44168], [4.27585, 8.89303, 0.02031], [-4.58351, -11.12716, -2.41993], [9.72997, 9.44836, 9.85721], [-5.72650, 1.68312, -6.48297], [10.40910, 1.87221, 6.85936], [-5.35254, -3.12908, -11.74531], [-6.40948, -1.92550, 3.59875], [-5.52346, 0.39426, 3.09477], [-5.16652, 1.89559, 5.08650], [-5.02668, 2.19481, 6.12526], [-0.37566, -0.55903, -3.03824], [9.28020, -3.01421, -1.48844], [9.17313, 3.70726, 12.86885], [10.64654, 1.10350, 7.59474], [-3.00317, -9.97738, -4.10200], [8.20081, 8.76501, 8.54305], [-8.83490, -9.78707, -0.43539], [-4.81752, 0.46989, 5.04836], [9.95026, -0.47395, -0.94099], [3.33709, 0.35521, 9.13617], [0.02504, 5.64951, -6.11972], [9.78965, 0.74428, 11.21613], [11.06531, 8.07907, 11.66253], [-10.01984, -0.21917, -2.91226], [-6.17008, 2.09444, 4.71045], [-11.85553, -1.72499, -4.55958], [-2.45908, -9.25863, -3.48925], [-6.62341, 2.57524, -7.72114], [2.51765, 4.83982, -6.18581], [-12.50539, 0.56108, -4.52042], [1.55432, -1.26876, 7.12033], [9.27537, 8.60710, 10.38037], [8.18437, 8.11259, 9.41607], [-4.54654, -2.07656, 4.51862], [-8.46853, -9.86783, -1.45878], [5.60359, 3.79541, -5.55622], [2.48266, 1.44363, 0.97127], [-9.43134, -4.92405, -15.77098], [11.26204, -1.60731, -0.85683], [1.82830, 4.09465, -6.58282], [3.91700, 3.84445, -7.39955], [-10.22614, -2.75721, -3.79234], [2.37030, 2.41683, 1.74710], [-2.71868, -10.93460, -3.66509], [10.13408, 2.37728, 13.44192], [-6.36748, 3.54057, -5.88686], [1.52139, -1.54883, -0.32573], [8.71515, 8.96309, 11.24497], [-8.93919, -10.75655, -1.87923], [-0.31145, -7.55577, 4.92349], [-4.67685, -2.55011, -11.11576], [-6.74757, -11.12848, -3.08649], [-9.01921, -2.29144, -4.40862], [1.45617, -6.85963, 5.89769], [-4.43409, 2.37684, 4.43840], [-8.07155, -2.05815, -13.23684], [5.62346, 9.15908, -0.64165], [1.09227, 0.18941, 8.12793], [-6.25205, -4.37017, -13.94805], [3.17737, -0.40695, 8.21027], [4.87109, 5.38530, -6.82664], [1.96339, -0.14536, -0.54729], [-8.30489, -3.10646, -4.52528], [-4.96100, -10.14703, -2.71139], [-8.54848, -1.50212, -3.82254], [11.56688, 9.02126, 11.44158], [-6.75179, -3.44382, -14.23130], [-5.90232, 2.67074, -6.90935], [8.33723, 2.17644, 13.04879], [-12.07200, 0.29453, -2.52850], [8.45360, 6.76307, 9.06064], [-5.69014, -3.81618, -10.96942], [-8.69548, -4.74218, -14.98771], [2.03128, 6.18643, -6.16886], [-10.99626, -0.65878, -2.70864], [0.40036, 7.28493, -5.41321], [5.38979, 5.36102, -4.68158], [-6.92977, -9.23666, -3.22293], [-4.34003, -1.92323, 2.78493], [11.79191, 7.28733, 11.84499], [10.19894, 0.42741, 9.75260], [-2.78180, -9.90568, -5.16687], [11.72568, 0.96174, 7.53596], [-11.30686, -1.86241, -3.62784], [10.62672, 8.47266, 12.57949], [-11.67334, 2.00280, -3.61129], [3.43037, 0.11238, -0.66338], [8.11459, 6.86513, 7.01851], [1.72592, -7.64696, 3.73493], [9.47458, -2.54103, -0.42263], [-5.97757, -2.78632, -14.62678], [7.66368, 6.41221, 7.90149], [8.84002, -2.82910, 0.57659], [-12.38037, 1.17338, -3.62736], [-5.00156, 3.11754, -7.33018], [-3.84183, 0.17815, 3.35175], [-6.51215, -10.12139, -2.74235], [10.37014, -0.97633, 0.60107], [10.21859, 0.14926, 7.28750], [-11.97217, -2.40850, -2.95906], [6.61627, 6.70393, 7.97845], [-7.71839, -3.39625, 3.10341], [-8.14468, -5.66736, -14.81807], [3.69972, 8.40261, -0.76434], [-7.42552, 4.12146, -6.12529], [11.23366, 0.08501, 9.76687], [-7.85333, -3.52913, -12.25846], [10.29579, -1.36390, -0.41500], [6.61884, 8.92274, -0.04267], [-0.28902, -2.76627, -1.12064], [-4.81424, -0.11131, 3.75014], [-7.06094, -10.02946, -1.38358], [5.60758, 4.88245, -5.63637], [-13.36314, 1.56436, -3.36388], [1.46763, 0.77743, 0.45868], [3.58601, 4.85180, -7.14702], [7.19661, 8.16281, 9.87425], [4.39575, 8.28978, 0.92021], [-6.03734, -3.67391, 2.48720], [10.11781, 7.54632, 10.72541], [1.88701, -6.69780, 3.22381], [9.29583, 2.62696, 12.79145], [5.58513, 9.48800, -1.78291], [-4.55695, -9.47450, -1.95472], [0.73787, 6.25968, -5.56505], [-4.44464, -9.80032, -3.99143], [2.61964, -8.18273, 4.05484], [0.45031, -1.78011, -1.12136], [-10.76358, -1.01397, -1.70477], [7.65569, 5.32271, 7.93321], [3.66914, 9.76620, 0.26020], [2.82239, 4.56344, -5.17642], [10.60641, 0.42941, 11.86563]], "lowdin_charge": [-0.169, 0.095, -0.206, -0.448, -0.161, 0.081, 0.078, 0.237, -0.506, 0.076, 0.092, 0.112, -0.181, 0.045, 0.115, 0.078, 0.082, 0.136, -0.212, -0.342, 0.036, -0.144, 0.080, 0.105, 0.077, -0.205, 0.083, 0.050, 0.114, 0.120, 0.111, 0.086, -0.105, -0.183, 0.124, -0.071, 0.083, 0.161, 0.087, 0.079, -0.107, -0.079, 0.113, 0.087, -0.203, 0.109, 0.063, 0.082, -0.159, -0.112, 0.104, 0.082, 0.118, 0.084, 0.101, -0.232, 0.077, 0.098, -0.236, -0.212, 0.126, -0.134, 0.082, -0.366, 0.087, 0.102, 0.133, 0.124, -0.189, 0.093, 0.076, 0.077, -0.462, 0.210, 0.118, 0.079, 0.045, 0.089, 0.122, -0.094, 0.063, 0.080, 0.125, -0.478, 0.095, 0.100, -0.442, -0.195, -0.823, 0.085, -0.211, 0.077, 0.078, -0.155, 0.010, 0.080, -0.203, -0.185, 0.085, -0.114, -0.172, -0.190, 0.084, 0.079, 0.124, 0.126, 0.092, -0.200, 0.088, 0.079, -0.203, 0.077, 0.088, 0.228, 0.088, 0.043, -0.479, 0.128, -0.085, 0.073, -0.083, 0.111, 0.123, -0.147, 0.099, 0.081, 0.122, 0.080, 0.087, 0.082, 0.093, 0.051, 0.111, 0.115, 0.009, 0.081, 0.106, -0.232, -0.204, -0.063, 0.082, 0.239, -0.240, 0.117, 0.094, 0.083, -0.144, 0.107, -0.079, 0.069, 0.123, -0.109, -0.203, 0.098, -0.333, 0.127, 0.091, 0.090, 0.134, 0.106]}

(3)
{"formula": "F10N5O20PbS10", "method": "wB97M-V/def2-TZVPD", "fmax_ev_per_a": 12.819, "total_charge": -3, "mol_weight_g_mol": 1107.87, "spin_multiplicity": 1, "gap_ha": 0.3291, "elements": ["O", "F", "S", "O", "S", "F", "F", "O", "O", "N", "O", "O", "F", "O", "O", "S", "S", "O", "S", "O", "N", "S", "S", "O", "O", "N", "O", "S", "O", "F", "N", "N", "F", "O", "Pb", "S", "O", "F", "F", "O", "S", "O", "F", "F", "O", "O"], "positions_angstrom": [[3.51249, -1.29883, -2.30611], [3.49106, 1.62287, 1.84401], [-2.23768, 1.74692, 2.00539], [-0.27030, -3.28327, 2.95709], [1.45348, 4.44025, 2.61099], [-2.30196, -1.97431, 1.47813], [1.18988, -3.58148, -1.08648], [-3.63369, 2.16902, 1.80227], [1.80948, -4.67305, 0.84065], [2.39795, 3.85176, 1.57088], [2.21733, -0.26344, -4.57394], [-2.98988, 0.73226, -3.44978], [-1.44945, 2.71397, 1.00277], [4.13890, 1.17811, -2.03023], [1.71602, 1.79061, 3.33601], [1.69452, 0.78390, -3.71434], [-2.95912, -0.31615, -2.43809], [-2.44694, -0.67651, 3.46285], [-2.72611, -0.50016, 2.03872], [1.88650, 4.46274, 3.95953], [0.66403, -2.17373, 0.82989], [-1.94532, -2.16040, -3.32284], [3.14888, 0.10760, -1.88676], [0.01660, 4.25654, 2.46730], [-4.26036, -0.94395, -2.03006], [-1.72194, -1.03112, -2.05596], [-0.65712, -4.32714, 0.18538], [1.96868, 2.24524, 1.95535], [1.95064, 2.19434, -4.02419], [1.57899, 6.00398, 2.21561], [1.62466, 0.47011, -2.00205], [-1.77244, 0.27430, 1.25953], [0.61083, -1.02883, 2.84439], [-2.79923, -3.35869, -3.05901], [-0.11439, -0.32763, -0.37451], [0.66328, -3.80601, 0.40991], [1.26052, 1.50187, 0.85417], [0.09393, 0.68471, -4.00168], [-0.40908, -2.72729, -3.18979], [2.16418, -2.81396, 2.68326], [0.79996, -2.55522, 2.30347], [-1.96467, -1.60077, -4.66854], [3.06982, -0.04140, -0.30044], [-2.77947, 0.67074, -1.27247], [-4.06390, -0.55924, 1.59062], [-1.61943, 2.12083, 3.27902]], "lowdin_charge": [-0.321, -0.221, 0.617, -0.251, 0.390, -0.224, -0.203, -0.271, -0.285, -0.244, -0.279, -0.274, -0.194, -0.287, -0.272, 0.612, 0.367, -0.265, 0.347, -0.293, -0.418, 0.636, 0.489, -0.305, -0.278, -0.407, -0.248, 0.678, -0.294, -0.228, -0.413, -0.414, -0.199, -0.287, 1.602, 0.583, -0.455, -0.211, -0.214, -0.269, 0.422, -0.271, -0.224, -0.220, -0.248, -0.253]}

Which formula does entry 1 have? C4H9NO2

Repeat the first record exactly.
{"formula": "C4H9NO2", "method": "wB97M-V/def2-TZVPD", "smiles": "CNC(=O)CCO", "fmax_ev_per_a": 3.226, "mol_weight_g_mol": 103.12, "spin_multiplicity": 1, "gap_ha": 0.3886, "elements": ["H", "N", "H", "H", "O", "C", "C", "O", "C", "H", "H", "H", "H", "C", "H", "H"], "positions_angstrom": [[2.23083, -1.70387, 1.95655], [1.38725, -0.59067, 0.32200], [3.08003, -0.26109, 1.51452], [-0.25468, 1.13225, -1.67676], [-2.86483, 0.78140, -1.58985], [-2.04876, 0.32996, -0.52024], [-0.52593, 0.29745, -1.01283], [0.10277, 1.11585, 1.10621], [2.06844, -0.67924, 1.62126], [-0.36513, -0.62663, -1.59024], [1.46227, -0.16590, 2.35814], [-2.48461, 0.39347, -2.38113], [-2.30735, -0.66531, -0.14166], [0.34082, 0.29666, 0.22941], [2.06970, -0.79012, -0.39065], [-1.89082, 1.13580, 0.19528]], "lowdin_charge": [0.074, 0.005, 0.086, 0.127, -0.069, -0.220, -0.091, 0.048, -0.079, 0.107, 0.076, 0.072, 0.125, -0.498, 0.131, 0.104]}